Here is a cluster of 2 separate species, C5H11O2 in total from the OMol25 dataset. Energies are from ωB97M-V/def2-TZVPD.

Properties
HOMO energy in eV: -3.8
LUMO energy in eV: 3.5
Relative energy (zero: lowest compared OMol25 entry of this formula, charge and spin) in kcal per mole: 5.9
HOMO-LUMO gap in eV: 7.356
2S+1: 1
E_tot in eV: -9459.775
Total charge: -1

Last column: Löwdin charge in e.
Geometry (Å):
C -2.28852 0.30436 -0.11613  -0.06
C -2.80878 1.09684 1.12175  -0.81
O -3.72555 1.92646 0.92607  -0.11
O -2.25396 0.76452 2.19076  -0.11
H -1.26338 0.62261 -0.28128  0.04
H -2.87122 0.45800 -1.03023  0.05
H -2.32132 -0.76094 0.13697  0.05
C 1.51387 -0.66686 -0.83273  -0.33
C 2.31235 0.59158 -0.59643  -0.15
C 0.92595 -1.21991 0.47962  -0.12
H 0.70929 -0.50788 -1.54569  0.09
H 2.17996 -1.41826 -1.27277  0.09
H 3.03621 0.44784 0.21026  0.07
H 1.67867 1.42846 -0.29771  0.07
H -0.06209 -1.64320 0.32466  0.05
H 1.60935 -1.96422 0.87712  0.06
H 2.84037 0.94826 -1.48342  0.06
H 0.78880 -0.40765 1.18917  0.07